Entry from the Open Molecules 2025 dataset: 2 unconnected molecules or ions with the total composition C4H12S2 (wB97M-V/def2-TZVPD).

The geometry in XYZ format:
```
18
Properties=species:S:1:pos:R:3:lowdin_charge:R:1
C 1.947 1.205 0.914 -0.120
C 1.117 0.220 0.085 -0.336
C 1.307 -1.197 0.535 -0.129
H 2.994 0.920 0.879 0.069
H 1.824 2.221 0.550 0.066
H 1.625 1.199 1.955 0.069
H 0.085 0.557 0.089 0.053
H 1.467 0.330 -0.943 0.103
H 0.593 -1.879 0.077 0.055
H 1.253 -1.331 1.617 0.077
H 2.290 -1.557 0.218 0.075
C -2.270 -0.416 -1.752 -0.493
S -2.668 -1.030 -0.105 0.344
S -3.133 0.701 0.899 0.315
H -1.843 -1.279 -2.273 0.032
H -3.168 -0.083 -2.267 0.027
H -1.540 0.389 -1.701 0.017
H -1.880 1.029 1.223 -0.226
```

Output
- energy relative to the best compared isomer or geometry (same formula, charge and spin) (kJ/mol) = 0.0
- lowest unoccupied orbital energy (eV) = 0.602
- maximum force (eV Å⁻¹) = 1.17
- total charge = 0


Entry from the Open Molecules 2025 dataset: 2 unconnected molecules or ions with the total composition C4H12Si (wB97M-V/def2-TZVPD).

The geometry in XYZ format:
```
17
Properties=species:S:1:pos:R:3:lowdin_charge:R:1
C -2.197 -0.538 0.249 -0.211
C 0.579 1.695 -0.074 -0.234
C -1.082 -0.778 -0.706 -0.096
C 0.553 0.337 0.454 -0.410
Si 2.054 -0.752 0.022 0.606
H -3.076 -1.046 -0.129 0.054
H -2.513 0.408 0.775 0.088
H -1.995 -1.112 1.189 0.076
H -0.278 2.323 0.084 0.058
H 1.435 2.279 0.411 0.097
H 0.797 1.803 -1.157 0.068
H -0.903 -1.869 -0.826 0.069
H -0.755 -0.154 -1.524 0.041
H 0.043 0.192 1.309 0.000
H 1.661 -2.192 0.193 -0.081
H 3.146 -0.470 1.071 -0.086
H 2.530 -0.126 -1.341 -0.041
```

Output
- energy relative to the best compared isomer or geometry (same formula, charge and spin) (kJ/mol) = 315.9
- lowest unoccupied orbital energy (eV) = 1.054
- maximum force (eV Å⁻¹) = 5.30
- total charge = 0


Entry from the Open Molecules 2025 dataset: a molecular structure, C4H13BBeF6NO9S2 (wB97M-V/def2-TZVPD).

The geometry in XYZ format:
```
37
Properties=species:S:1:pos:R:3:lowdin_charge:R:1
Be 19.659 28.687 -20.013 -0.118
C 19.439 29.255 -23.872 -0.578
F 20.349 28.860 -24.712 0.177
F 18.609 30.169 -24.425 0.130
F 18.743 28.159 -23.472 0.064
S 20.273 29.987 -22.205 0.892
O 21.426 29.113 -21.882 -0.321
O 20.657 31.381 -22.393 -0.274
N 19.002 29.676 -20.945 -0.302
S 18.190 30.944 -20.989 0.649
O 18.514 31.730 -19.788 -0.264
O 18.069 31.750 -22.222 -0.309
C 16.350 30.375 -20.806 -0.664
F 15.499 31.373 -20.945 0.143
F 15.904 29.529 -21.731 0.125
F 16.174 29.865 -19.612 0.142
C 20.515 25.645 -18.076 0.004
C 20.317 27.050 -18.471 -0.730
O 20.122 27.870 -17.579 -0.034
O 20.162 27.305 -19.636 -0.033
H 19.715 25.071 -17.609 0.080
H 21.390 25.616 -17.426 0.076
H 20.788 25.021 -18.927 0.066
B 18.650 29.241 -18.270 -0.359
H 19.715 29.377 -18.378 0.030
H 18.508 28.177 -18.375 0.013
H 18.330 29.658 -17.328 0.034
H 18.102 29.629 -19.115 -0.042
O 18.009 27.891 -20.008 -0.085
H 17.500 28.090 -20.793 0.068
H 17.417 27.374 -19.462 0.124
O 21.269 29.313 -19.655 0.019
H 21.718 29.247 -18.813 0.115
H 21.973 29.307 -20.304 0.065
O 19.652 27.522 -21.761 -0.088
H 20.266 27.058 -22.330 0.098
H 18.973 26.877 -21.564 0.089
```

Output
- energy relative to the best compared isomer or geometry (same formula, charge and spin) (kJ/mol) = 392.6
- lowest unoccupied orbital energy (eV) = 2.475
- maximum force (eV Å⁻¹) = 9.31
- total charge = -1


Entry from the Open Molecules 2025 dataset: a single C4H13ClSi2 molecule (wB97M-V/def2-TZVPD).

The geometry in XYZ format:
```
20
Properties=species:S:1:pos:R:3:lowdin_charge:R:1
C 0.623 -1.902 0.323 -0.180
Si 0.679 -0.051 -0.047 0.408
C 2.279 0.802 0.485 -0.178
C 0.277 0.103 -1.834 -0.225
C -0.656 1.003 0.793 -0.352
Si -2.753 0.411 0.357 0.269
Cl -3.373 -1.516 0.464 0.209
H 1.527 -2.520 0.286 0.034
H 0.658 -1.898 1.384 0.005
H -0.171 -2.497 -0.068 0.013
H 2.944 1.124 -0.287 0.009
H 1.982 1.716 1.082 0.043
H 2.802 0.049 1.126 0.037
H -0.160 1.160 -2.100 0.076
H 1.121 -0.292 -2.400 0.028
H -0.546 -0.441 -2.231 -0.001
H -0.422 2.045 0.526 0.017
H -0.554 1.138 1.813 -0.041
H -3.488 1.044 1.424 -0.089
H -2.769 0.519 -1.093 -0.082
```

Output
- energy relative to the best compared isomer or geometry (same formula, charge and spin) (kJ/mol) = 115.2
- lowest unoccupied orbital energy (eV) = 0.796
- maximum force (eV Å⁻¹) = 4.14
- total charge = 0


Entry from the Open Molecules 2025 dataset: 2 unconnected molecules or ions with the total composition C4H13N (wB97M-V/def2-TZVPD).

The geometry in XYZ format:
```
18
Properties=species:S:1:pos:R:3:lowdin_charge:R:1
C 0.014 -0.340 -2.390 -0.125
C -0.953 -1.224 -1.606 -0.320
C -0.502 -1.568 -0.183 -0.121
H -0.075 0.703 -2.117 0.060
H -0.256 -0.325 -3.447 0.065
H 1.039 -0.664 -2.258 0.066
H -1.091 -2.155 -2.174 0.096
H -1.954 -0.788 -1.573 0.097
H -0.995 -2.487 0.109 0.062
H 0.582 -1.653 -0.099 0.066
H -0.780 -0.772 0.518 0.057
C 1.026 1.699 1.678 -0.200
N 0.504 1.312 2.992 -0.078
H 0.273 2.138 1.006 0.065
H 1.349 0.788 1.183 0.050
H 1.869 2.357 1.838 0.066
H 0.350 2.116 3.587 0.049
H -0.401 0.863 2.936 0.046
```

Output
- energy relative to the best compared isomer or geometry (same formula, charge and spin) (kJ/mol) = 8.0
- lowest unoccupied orbital energy (eV) = 1.087
- maximum force (eV Å⁻¹) = 0.98
- total charge = 0


Entry from the Open Molecules 2025 dataset: 2 unconnected molecules or ions with the total composition C4H13N2 (wB97M-V/def2-TZVPD).

The geometry in XYZ format:
```
19
Properties=species:S:1:pos:R:3:lowdin_charge:R:1
C -1.550 -0.951 1.862 -0.015
C -0.769 -1.195 0.543 -0.178
C -0.634 0.035 -0.268 0.117
C 0.094 1.124 0.341 -0.261
N 1.566 1.009 0.636 0.056
N 1.077 0.083 -2.710 0.046
H -1.160 0.011 2.268 0.087
H -1.244 -1.674 2.609 0.101
H -2.614 -0.925 1.686 0.094
H -1.298 -2.045 0.057 0.142
H 0.236 -1.573 0.759 0.133
H -1.230 0.476 -1.070 0.156
H -0.016 2.155 -0.022 0.147
H -0.169 1.329 1.342 0.114
H 1.640 -0.123 0.503 0.134
H 1.599 -0.724 -3.135 0.071
H 2.087 1.299 -0.173 0.062
H 0.561 -0.277 -1.907 -0.047
H 0.259 0.347 -3.271 0.040
```

Output
- energy relative to the best compared isomer or geometry (same formula, charge and spin) (kJ/mol) = 518.7
- lowest unoccupied orbital energy (eV) = -7.608
- maximum force (eV Å⁻¹) = 5.39
- total charge = +1


Total energy (hartree)
-955.96445, -448.94301, -2327.02413, -1199.38195, -214.93020, -269.30314